Record 1
97
Properties=species:S:1:pos:R:3:mulliken_spin:R:1 method="wB97M-V/def2-TZVPD" homo_energy_ha="-0.2514 / -0.2515" spin_multiplicity=3 fmax_ha_per_bohr=0.017 total_charge=0 e_lumo_ev="-2.41 / -2.42" mol_weight_g_mol=994.878 energy_ha=-4133.89871 de_lowest_ev=4.736 orbital_gap_ev="4.43 / 4.42"
W 0.79 0.07 0.28 1.567
N 1.84 4.54 0.94 -0.056
C 1.37 3.28 0.79 -0.028
S 2.19 2.15 -0.21 -0.069
N 0.28 2.91 1.43 -0.090
N 0.04 1.63 1.25 -0.307
C -1.30 1.12 1.58 0.134
C -1.04 -0.06 2.51 -0.068
C -1.98 -0.59 3.37 -0.008
C -1.59 -1.65 4.17 0.007
C -0.28 -2.11 4.10 0.001
C 0.58 -1.55 3.18 0.007
N 0.19 -0.56 2.37 -0.022
H 2.47 4.88 0.24 0.000
H 1.18 5.21 1.32 0.002
H -2.13 -0.40 0.37 0.041
H -2.98 -0.18 3.39 -0.003
H -2.30 -2.12 4.84 0.000
H 0.07 -2.92 4.73 0.001
H 1.60 -1.87 3.09 0.000
S 0.26 -2.31 0.05 -0.015
C -0.94 -2.95 -1.08 0.005
C -0.48 -3.63 -2.21 -0.002
C -1.37 -4.24 -3.08 0.002
C -2.73 -4.16 -2.82 -0.003
C -3.20 -3.49 -1.70 0.002
C -2.32 -2.88 -0.78 0.004
S -2.94 -2.09 0.65 -0.008
H 0.59 -3.70 -2.39 0.001
H -1.01 -4.76 -3.96 0.000
H -3.44 -4.63 -3.49 0.000
H -4.26 -3.43 -1.49 0.000
C 5.11 -2.95 1.20 -0.001
C 3.71 -2.46 1.58 0.005
C 2.78 -3.67 1.47 0.007
P 3.22 -0.87 0.69 0.023
C 4.19 0.38 1.70 -0.016
C 5.58 0.00 2.20 -0.001
C 3.35 0.82 2.91 0.021
C 4.00 -0.85 -1.01 0.009
C 5.52 -0.69 -1.13 0.003
C 3.48 -2.01 -1.87 0.003
H 5.37 -3.78 1.87 -0.001
H 5.89 -2.20 1.31 0.000
H 5.13 -3.33 0.18 0.000
H 3.73 -2.13 2.62 0.001
H 2.80 -4.09 0.47 0.001
H 1.74 -3.44 1.70 0.000
H 3.12 -4.43 2.17 0.000
H 4.29 1.23 1.03 0.001
H 5.54 -0.82 2.93 0.000
H 6.00 0.87 2.72 0.000
H 6.27 -0.26 1.41 0.000
H 3.33 0.03 3.67 0.001
H 2.32 1.06 2.65 -0.011
H 3.79 1.71 3.37 0.000
H 3.58 0.07 -1.40 -0.024
H 6.07 -1.58 -0.81 0.000
H 5.88 0.17 -0.58 -0.001
H 5.74 -0.53 -2.19 0.001
H 4.04 -2.93 -1.67 0.000
H 3.61 -1.77 -2.93 -0.001
H 2.43 -2.21 -1.69 0.003
N -1.90 -0.69 -4.29 -0.001
C -0.73 -0.22 -3.84 0.000
C -0.41 -0.31 -2.47 0.074
N 0.70 0.20 -1.95 -0.008
C 1.53 0.80 -2.83 0.001
C 1.23 0.85 -4.17 -0.011
N 0.11 0.35 -4.70 0.010
H -2.54 -1.18 -3.69 0.001
H -2.11 -0.61 -5.27 0.000
H -1.12 -0.78 -1.81 -0.012
H 2.42 1.27 -2.47 0.000
H 1.92 1.34 -4.85 0.000
O -7.13 5.78 -3.24 -0.002
S -6.99 4.34 -3.10 0.001
O -5.84 3.78 -3.77 0.000
O -8.21 3.58 -3.27 -0.001
C -6.63 4.13 -1.31 -0.037
N -7.58 4.48 -0.42 0.092
C -7.29 4.26 0.85 -0.031
C -6.10 3.69 1.27 0.114
C -5.17 3.38 0.29 0.048
N -5.44 3.62 -1.00 0.069
C -3.88 2.73 0.54 0.176
C -3.32 2.70 1.85 -0.015
C -2.20 2.09 2.28 0.254
N -1.58 0.53 0.26 -0.078
C -2.19 1.37 -0.74 0.291
C -3.20 2.24 -0.61 -0.079
H -8.06 4.55 1.57 -0.001
H -5.94 3.47 2.32 0.012
H -3.83 3.31 2.59 -0.003
H -1.87 2.28 3.29 0.009
H -1.86 1.17 -1.74 0.004
H -3.61 2.62 -1.55 0.002

=====

Record 2
103
Properties=species:S:1:pos:R:3:mulliken_spin:R:1 method="wB97M-V/def2-TZVPD" homo_energy_ha="-0.4752 / -0.4782" spin_multiplicity=3 fmax_ha_per_bohr=0.025 total_charge=+2 e_lumo_ev="-6.91 / -6.94" mol_weight_g_mol=803.820 energy_ha=-3602.66829 de_lowest_ev=1.401 orbital_gap_ev="6.02 / 6.07"
V -0.76 0.41 -0.44 1.989
C -2.82 3.68 0.67 0.006
C -1.79 4.50 1.39 -0.005
C -2.20 5.59 2.15 0.001
C -1.29 6.40 2.81 -0.001
C 0.07 6.15 2.69 0.000
C 0.50 5.07 1.95 -0.002
C -0.42 4.22 1.31 0.012
P 0.19 2.88 0.23 0.048
C 1.85 2.61 0.88 -0.024
C 1.81 2.31 2.28 0.031
C 2.91 1.88 2.94 0.005
C 4.14 1.63 2.22 0.000
C 4.17 2.04 0.84 0.000
C 3.07 2.50 0.16 0.016
C 3.24 2.90 -1.28 0.005
C 0.15 3.58 -1.43 -0.051
C 0.74 4.81 -1.74 -0.003
C 0.76 5.25 -3.05 0.000
C 0.17 4.46 -4.04 0.001
C -0.48 3.28 -3.71 0.006
C -0.53 2.83 -2.39 -0.011
C -1.38 1.64 -2.03 -0.060
H -3.79 4.16 0.73 0.000
H -2.90 2.68 1.09 0.000
H -2.56 3.59 -0.39 0.002
H -3.25 5.80 2.22 0.000
H -1.64 7.24 3.39 0.000
H 0.79 6.79 3.17 0.000
H 1.56 4.90 1.85 0.000
H 0.87 2.44 2.80 -0.002
H 2.86 1.67 4.00 0.000
H 5.06 1.83 2.78 0.000
H 5.11 1.95 0.31 0.000
H 4.11 2.41 -1.71 -0.001
H 3.40 3.98 -1.35 0.000
H 2.37 2.69 -1.90 -0.002
H 1.20 5.41 -0.96 0.000
H 1.21 6.19 -3.30 0.000
H 0.18 4.80 -5.07 0.000
H -0.98 2.72 -4.49 -0.001
H -1.55 1.03 -2.91 0.004
H -2.37 2.00 -1.70 -0.012
O -3.74 -5.07 -3.39 0.000
C -4.55 -4.14 -2.71 -0.001
C -3.68 -3.04 -2.17 0.009
C -4.23 -2.00 -1.42 -0.004
C -3.41 -1.00 -0.94 0.064
N -2.10 -0.98 -1.18 -0.004
C -1.56 -1.97 -1.91 -0.001
C -2.32 -3.01 -2.43 -0.006
C -0.12 -1.81 -2.19 0.040
C 0.63 -2.76 -2.86 -0.010
C 1.94 -2.48 -3.21 -0.003
C 2.76 -3.49 -3.97 0.000
O 2.30 -4.78 -3.62 0.000
C 2.46 -1.24 -2.87 0.019
C 1.68 -0.37 -2.14 0.029
N 0.42 -0.64 -1.79 -0.041
H -4.30 -5.77 -3.74 0.000
H -5.08 -4.60 -1.87 0.001
H -5.30 -3.69 -3.37 0.001
H -5.29 -1.97 -1.19 0.000
H -3.79 -0.19 -0.34 -0.005
H -1.88 -3.79 -3.02 0.000
H 0.21 -3.72 -3.11 0.000
H 3.82 -3.36 -3.72 0.000
H 2.64 -3.30 -5.04 0.000
H 2.72 -5.43 -4.19 0.000
H 3.47 -0.95 -3.14 0.000
H 2.07 0.58 -1.81 -0.024
O -2.11 1.27 3.14 0.014
C -1.93 0.40 2.32 0.003
O -1.80 0.64 1.03 -0.095
C -1.87 -1.07 2.71 0.017
C -2.28 -1.41 4.02 0.002
C -2.24 -2.73 4.39 0.000
C -1.81 -3.69 3.45 0.000
C -1.76 -5.08 3.75 0.000
C -1.35 -5.97 2.81 0.000
C -0.99 -5.53 1.52 0.000
C -1.03 -4.21 1.20 0.000
C -1.43 -3.25 2.17 0.007
N -1.46 -1.93 1.82 0.022
H -2.60 -0.63 4.69 0.000
H -2.54 -3.04 5.38 0.000
H -2.04 -5.41 4.74 0.000
H -1.32 -7.03 3.04 0.000
H -0.69 -6.26 0.77 0.000
H -0.76 -3.86 0.21 0.001
N 4.03 -1.63 1.90 0.000
C 2.78 -2.42 1.87 -0.002
C 1.86 -1.98 0.74 0.028
N 1.18 -0.70 0.95 -0.025
H 4.62 -1.95 2.66 0.000
H 4.18 0.47 2.14 0.002
H 4.55 -1.81 1.04 0.000
H 2.27 -2.26 2.83 0.000
H 2.98 -3.49 1.79 -0.001
H 1.10 -2.75 0.59 -0.003
H 2.43 -1.92 -0.19 -0.001
H 1.86 0.04 1.12 0.011
H 0.60 -0.76 1.78 0.009

=====

Record 3
62
Properties=species:S:1:pos:R:3:mulliken_spin:R:1 method="wB97M-V/def2-TZVPD" homo_energy_ha="-0.4232 / -0.4135" spin_multiplicity=4 fmax_ha_per_bohr=0.009 total_charge=+1 e_lumo_ev="-2.69 / -3.78" mol_weight_g_mol=645.566 energy_ha=-2145.32053 de_lowest_ev=0.766 orbital_gap_ev="8.83 / 7.47"
Tc 0.00 0.69 0.26 3.056
N -1.33 1.86 1.47 -0.026
C -0.47 2.63 2.42 0.009
C 0.80 3.10 1.71 -0.003
O 1.23 4.22 1.88 0.014
O 1.35 2.19 0.95 0.020
H -1.75 2.51 0.81 0.003
H -2.06 1.38 1.98 0.014
H -0.17 1.95 3.22 0.000
H -1.01 3.47 2.85 0.002
C -0.25 -1.93 -2.43 0.007
Si -1.14 -1.31 -0.87 -0.103
C -2.93 -0.79 -1.22 0.031
C -1.14 -2.84 0.23 0.040
C -1.54 -4.11 -0.21 -0.003
C -1.43 -5.21 0.61 0.000
C -0.90 -5.08 1.89 0.001
C -0.50 -3.83 2.34 -0.003
C -0.62 -2.71 1.52 -0.037
Si -0.28 -0.99 2.12 -0.114
C 1.36 -0.84 3.05 0.008
C -1.70 -0.57 3.29 0.008
H -0.98 -2.20 -3.19 -0.002
H 0.31 -2.83 -2.19 0.002
H 0.43 -1.21 -2.87 0.002
H -3.28 -1.23 -2.16 0.002
H -3.06 0.29 -1.30 -0.009
H -3.57 -1.16 -0.43 0.007
H -1.94 -4.24 -1.21 -0.001
H -1.75 -6.19 0.26 0.000
H -0.80 -5.95 2.53 0.000
H -0.09 -3.74 3.34 0.000
H 1.17 -0.89 4.12 0.001
H 1.89 0.09 2.85 0.005
H 2.03 -1.66 2.79 0.001
H -1.72 -1.38 4.02 -0.003
H -2.67 -0.58 2.79 0.001
H -1.59 0.36 3.86 0.002
N -0.76 1.08 -2.74 0.047
H -1.16 0.43 -3.40 0.002
H -0.05 1.60 -3.25 -0.001
H -1.47 1.76 -2.50 -0.008
N 1.20 4.15 -1.17 0.002
C -0.13 4.07 -1.28 0.004
O -0.77 3.08 -0.90 -0.007
C -0.85 5.21 -1.94 0.002
I -0.84 4.92 -4.06 0.000
H 1.65 3.53 -0.51 0.002
H 1.65 5.03 -1.37 0.001
H -0.38 6.17 -1.75 0.000
H -1.88 5.22 -1.63 0.000
C 4.09 -1.05 -1.81 0.014
C 3.42 -1.84 -0.90 -0.005
C 2.24 -1.38 -0.35 0.036
N 1.73 -0.18 -0.67 -0.027
C 2.39 0.59 -1.55 0.032
C 3.56 0.19 -2.14 -0.014
H 5.02 -1.38 -2.26 0.000
H 3.79 -2.82 -0.61 0.000
H 1.66 -1.99 0.33 -0.011
H 1.94 1.55 -1.77 -0.002
H 4.05 0.84 -2.85 0.000